DFT (ωB97M-V/def2-TZVPD) results for 2 unconnected molecules or ions with the total composition C4H12N5O2 in a non-equilibrium geometry.

The geometry in XYZ format:
```
23
Properties=species:S:1:pos:R:3:lowdin_charge:R:1
C -3.08 -0.61 -0.90 -0.2592
C 3.19 -0.36 -0.74 -0.2940
C -1.86 0.30 0.91 -0.1236
C 0.94 0.43 -0.14 -0.1903
N 0.03 2.35 0.78 0.0527
N -0.02 1.17 0.22 -0.0949
N -1.71 -0.86 1.37 0.2107
N -2.58 -1.79 -0.78 0.1163
N 2.26 0.66 -0.24 0.0459
O -2.76 0.47 -0.22 0.0423
O 3.18 -1.51 0.00 -0.0205
H -3.92 -0.23 -1.55 0.1694
H 2.86 -0.65 -1.78 0.1358
H 4.29 0.08 -0.84 0.1698
H -1.85 1.23 1.43 0.1266
H 0.60 -0.53 -0.48 0.1380
H 0.89 2.87 0.73 0.1050
H -1.20 -1.03 2.29 0.2014
H -1.83 -1.55 0.64 0.0498
H -3.12 -2.38 -1.43 0.1029
H -0.78 2.93 0.66 0.1060
H 2.71 1.11 0.51 0.1227
H 3.75 -2.11 -0.44 0.0872
```

Output
frontier orbital gap	9.05	eV
energy	-15878.69020	eV
net charge	+1
ΔE to the lowest compared entry with this formula, charge and spin	445.3	kJ/mol
multiplicity	1
E_HOMO	-12.1	eV

DFT (ωB97M-V/def2-TZVPD) results for C5H10O2 in the gas phase.

The geometry in XYZ format:
```
17
Properties=species:S:1:pos:R:3:lowdin_charge:R:1
C -1.40 0.59 1.68 -0.0796
C -0.03 -0.20 1.54 -0.2056
O 0.39 -0.87 0.34 -0.1257
C 0.82 -0.05 -0.76 -0.3679
C 1.30 -0.94 -1.90 -0.0320
C -0.43 0.72 -1.09 -0.2219
O -0.66 1.81 -0.64 0.0480
H -2.24 -0.04 1.38 0.0780
H -1.47 0.76 2.76 0.0694
H -1.59 1.58 1.24 0.0558
H 0.82 0.40 1.91 0.1202
H -0.18 -1.03 2.24 0.1119
H 1.60 0.66 -0.45 0.1531
H 1.83 -0.38 -2.69 0.0878
H 1.99 -1.69 -1.51 0.0841
H 0.47 -1.46 -2.39 0.0808
H -1.20 0.14 -1.65 0.1437
```

Output
frontier orbital gap	10.64	eV
energy	-9440.75899	eV
net charge	0
ΔE to the lowest compared entry with this formula, charge and spin	220.4	kJ/mol
SMILES string	CCO[C@@H](C)C=O
multiplicity	1
E_HOMO	-9.6	eV

DFT (ωB97M-V/def2-TZVPD) results for C17H25BN2O4 in the gas phase in a non-equilibrium geometry.

The geometry in XYZ format:
```
49
Properties=species:S:1:pos:R:3:lowdin_charge:R:1
C -6.83 -1.98 -0.94 0.0781
C -5.82 -1.17 -0.57 -0.0742
C -4.99 -0.42 -1.50 -0.4536
O -5.31 -0.34 -2.68 0.0507
N -3.80 0.17 -1.06 -0.0438
C -3.28 -0.24 0.25 -0.0245
C -3.03 0.93 -2.04 -0.2627
C -3.70 2.21 -2.41 -0.0276
C -1.64 1.24 -1.50 -0.4457
O -1.32 2.32 -1.07 0.0865
N -0.73 0.20 -1.49 0.1113
C 0.64 0.33 -1.01 -0.1973
C 0.69 0.84 0.42 -0.0951
C 2.10 0.82 1.01 -0.1977
C 3.05 1.79 0.73 -0.0238
C 4.36 1.58 1.11 -0.0397
C 4.76 0.44 1.79 -0.2515
C 6.16 0.36 2.25 -0.0597
C 3.81 -0.53 2.16 -0.2121
C 4.17 -1.74 2.98 -0.0484
C 2.50 -0.32 1.72 -0.0055
B 1.47 -0.99 -1.11 -0.6105
O 2.70 -0.96 -1.77 0.1547
O 0.93 -2.10 -0.48 0.1555
H -7.43 -2.45 -0.19 0.0541
H -7.13 -2.07 -1.95 0.0582
H -5.59 -1.10 0.47 0.0775
H -3.94 0.10 1.02 0.0799
H -3.23 -1.31 0.26 0.0910
H -2.26 0.14 0.43 0.0783
H -2.97 0.26 -2.90 0.1498
H -4.78 2.06 -2.42 0.0796
H -3.34 2.53 -3.39 0.0939
H -3.48 2.99 -1.69 0.0812
H -1.01 -0.76 -1.65 0.1445
H 1.19 0.98 -1.68 0.1482
H 0.26 1.83 0.43 0.1058
H -0.01 0.24 1.03 0.1273
H 2.80 2.70 0.20 0.1205
H 5.13 2.29 0.82 0.1098
H 6.29 0.64 3.32 0.0965
H 6.81 1.06 1.73 0.0772
H 6.56 -0.65 2.12 0.0763
H 4.88 -2.34 2.44 0.0672
H 3.28 -2.38 3.15 0.0842
H 4.57 -1.51 3.97 0.0881
H 1.74 -1.05 1.97 0.1105
H 3.18 -1.81 -1.92 0.1189
H 1.56 -2.84 -0.39 0.1178
```

Output
frontier orbital gap	8.73	eV
energy	-29884.08087	eV
net charge	0
ΔE to the lowest compared entry with this formula, charge and spin	0.0	kJ/mol
SMILES string	C=CC(=O)N(C)[C@@H](C)C(=O)N[C@@H](Cc1ccc(C)c(C)c1)B(O)O
multiplicity	1
E_HOMO	-8.7	eV

DFT (ωB97M-V/def2-TZVPD) results for a molecular structure, C24H17N7O5Sn.

The geometry in XYZ format:
```
54
Properties=species:S:1:pos:R:3:lowdin_charge:R:1
Sn 0.15 -0.23 0.02 1.4141
C -1.56 0.21 4.21 -0.0404
C -0.98 -0.33 3.07 -0.0347
N -1.05 0.31 1.91 0.0417
C -1.68 1.49 1.87 -0.1554
C -2.23 2.02 3.03 -0.0105
N -2.17 1.39 4.19 0.1479
C -1.74 2.17 0.55 -0.1582
C -2.41 3.36 0.34 0.0962
C -2.39 3.94 -0.93 -0.0853
C -1.68 3.28 -1.94 0.0942
C -1.05 2.09 -1.66 -0.1496
N -1.09 1.54 -0.44 0.0480
C -0.31 1.29 -2.68 -0.1482
C -0.18 1.64 -4.02 -0.0134
N 0.40 0.83 -4.89 0.1438
C 0.85 -0.34 -4.45 -0.0390
C 0.76 -0.70 -3.12 -0.0397
N 0.20 0.14 -2.24 0.0333
C -3.08 5.21 -1.20 -0.1802
C -2.53 6.16 -2.05 -0.0010
C -3.22 7.34 -2.26 -0.1023
N -4.40 7.61 -1.70 0.0967
C -4.93 6.69 -0.89 -0.1018
C -4.31 5.49 -0.60 -0.0005
H -1.51 -0.31 5.16 0.1351
H -0.47 -1.28 3.10 0.1197
H -2.72 2.99 3.03 0.1315
H -2.93 3.85 1.14 0.1278
H -1.66 3.69 -2.94 0.1291
H -0.56 2.58 -4.40 0.1317
H 1.29 -1.01 -5.18 0.1346
H 1.11 -1.65 -2.75 0.1098
H -1.57 6.01 -2.52 0.1183
H -2.81 8.11 -2.90 0.1211
H -5.89 6.93 -0.46 0.1213
H -4.80 4.77 0.05 0.1187
O 1.97 -3.33 -1.23 0.1460
C 2.69 -2.49 -0.80 -0.3994
C 4.19 -2.52 -0.56 -0.0268
C 4.52 -1.12 -0.03 -0.0244
C 3.18 -0.48 0.02 -0.3104
O 3.04 0.74 0.49 0.1202
N 2.19 -1.19 -0.42 0.0904
H 4.70 -2.78 -1.49 0.1455
H 4.41 -3.31 0.16 0.1480
H 5.17 -0.54 -0.69 0.1530
H 4.97 -1.10 0.96 0.1525
O 1.54 2.32 1.01 0.1559
C 1.70 1.22 0.63 -0.3663
O 0.19 -2.14 1.16 -0.0770
C -0.45 -2.68 0.21 -0.3775
O -0.84 -1.93 -0.76 -0.0608
H -0.68 -3.74 0.19 0.1766
```

Output
frontier orbital gap	7.01	eV
energy	-51650.45599	eV
net charge	+2
multiplicity	1
E_HOMO	-14.4	eV

DFT (ωB97M-V/def2-TZVPD) results for 2 unconnected molecules or ions with the total composition C4H14N2O.

The geometry in XYZ format:
```
21
Properties=species:S:1:pos:R:3:lowdin_charge:R:1
C 2.02 -0.27 -0.61 -0.1284
N 0.62 -0.04 -0.88 -0.1244
C -0.23 0.46 0.17 -0.2267
C -1.03 -0.59 0.94 -0.4673
C -1.85 0.10 2.02 -0.0725
N -1.87 -1.36 0.03 0.0307
H 2.32 -1.30 -0.45 0.0733
H 2.66 0.08 -1.42 0.0518
H 2.31 0.30 0.27 0.0828
H 0.15 -0.77 -1.41 0.1055
H 0.40 0.97 0.92 0.1193
H -0.91 1.23 -0.20 0.1179
H -0.32 -1.24 1.45 0.1312
H -2.54 -0.58 2.53 0.0723
H -2.43 0.94 1.62 0.0801
H -1.17 0.48 2.79 0.0800
H -1.37 -2.14 -0.37 0.0657
H -2.66 -1.77 0.52 0.0653
O 1.88 2.15 -2.84 -0.0700
H 2.75 1.77 -2.78 0.0143
H 1.28 1.59 -2.33 -0.0009
```

Output
frontier orbital gap	9.65	eV
energy	-9402.45403	eV
net charge	0
ΔE to the lowest compared entry with this formula, charge and spin	111.2	kJ/mol
SMILES string	CNC[C@@H](C)N.O
multiplicity	1
E_HOMO	-8.8	eV

DFT (ωB97M-V/def2-TZVPD) results for a molecular structure, C24H18ClNO2PPt in a non-equilibrium geometry.

The geometry in XYZ format:
```
48
Properties=species:S:1:pos:R:3:lowdin_charge:R:1
Pt 0.78 -0.76 0.76 1.1092
O 0.14 -4.58 -0.08 0.2328
C 0.43 -3.57 0.46 -0.4829
O 0.08 -2.36 -0.10 -0.2341
C 1.15 -3.41 1.75 -0.1602
C 1.61 -4.47 2.50 0.0784
C 2.27 -4.21 3.69 0.0551
C 2.45 -2.90 4.10 0.0241
C 1.97 -1.87 3.31 -0.0765
N 1.34 -2.13 2.15 -0.0819
H 1.43 -5.48 2.13 0.1565
H 2.65 -5.03 4.30 0.1471
H 2.95 -2.66 5.03 0.1411
H 2.07 -0.84 3.61 0.0930
Cl 1.25 1.20 2.05 0.8064
C 0.00 2.38 1.60 -0.5420
C -0.06 3.53 2.35 -0.0366
C -1.04 4.47 2.01 0.0313
C -1.91 4.25 0.96 0.0040
C -1.84 3.07 0.23 -0.0123
C -0.86 2.12 0.54 -0.3546
P -0.73 0.65 -0.43 1.0838
C -2.04 0.31 -1.50 -0.3425
C -3.32 0.02 -0.96 -0.0435
C -4.37 -0.19 -1.83 -0.0079
C -4.15 -0.16 -3.20 0.0311
C -2.89 0.11 -3.73 -0.0068
C -1.81 0.31 -2.89 -0.0344
C 0.86 0.62 -1.20 -0.4194
C 1.30 -0.63 -1.76 -0.1025
C 2.56 -0.76 -2.33 0.0061
C 3.35 0.36 -2.43 0.0666
C 2.93 1.62 -1.92 0.0189
C 1.74 1.76 -1.28 -0.0375
H 0.62 3.71 3.17 0.1376
H -1.11 5.38 2.59 0.1451
H -2.66 4.99 0.71 0.1406
H -2.53 2.90 -0.59 0.1288
H -3.47 -0.04 0.11 0.1296
H -5.36 -0.38 -1.44 0.1364
H -4.97 -0.35 -3.88 0.1406
H -2.75 0.17 -4.80 0.1366
H -0.83 0.50 -3.30 0.1198
H 0.59 -1.44 -1.85 0.1103
H 2.88 -1.72 -2.72 0.1441
H 4.32 0.30 -2.91 0.1474
H 3.56 2.49 -2.07 0.1432
H 1.42 2.72 -0.90 0.1298
```

Output
frontier orbital gap	5.76	eV
energy	-55793.80630	eV
net charge	+3
ΔE to the lowest compared entry with this formula, charge and spin	0.0	kJ/mol
multiplicity	1
E_HOMO	-18.7	eV